Density functional theory data (wB97M-V/def2-TZVPD) for an isolated molecule of CH2N4O2 at a distorted geometry.

## Properties
Energy above the lowest of the compared OMol25 structures with the same formula, charge and spin, eV: 4.3082
Total energy, Eh: -408.6272
HOMO level, eV: -9.96
Structure (SMILES): [H]/N=c1/onnn1O

CARTESIAN COORDINATES (ANGSTROEM)
H  1.70366  -0.63649  0.81332
N  1.75638  -0.71232  -0.15982
C  0.63248  -0.35693  -0.57417
O  -0.00896  -0.27458  -1.88711
N  -1.15981  0.51561  -1.70543
N  -1.37553  0.84987  -0.47108
N  -0.35483  0.38394  0.31399
O  -0.54249  -0.28526  1.50188
H  -0.65089  0.51615  2.16842

=====

Density functional theory data (wB97M-V/def2-TZVPD) for C29H27CoN4O2P as an isolated structure.

## Properties
Energy above the lowest of the compared OMol25 structures with the same formula, charge and spin, eV: 0.0000
Total energy, Eh: -3215.0028
HOMO level (alpha / beta), eV: -6.89 / -6.97
<S²>: 0.7591
2S+1: 2

CARTESIAN COORDINATES (ANGSTROEM)
Co  -0.13926  -0.06147  0.04137
C  -3.58930  -1.76312  1.70149
C  -2.27247  -1.02726  1.63328
O  -1.64256  -1.14393  0.52148
C  -1.82830  -0.33467  2.74307
C  -0.58643  0.34814  2.83755
C  -0.18962  0.96220  4.14872
N  0.20220  0.46728  1.80709
N  1.39239  1.17416  1.98061
C  2.01952  1.23065  0.84598
O  1.57776  0.69776  -0.25732
C  3.32115  1.94822  0.79236
C  3.98471  2.08396  -0.42229
C  5.19584  2.75734  -0.49009
C  5.75452  3.30040  0.65684
C  5.09748  3.16468  1.87383
C  3.88852  2.49292  1.94279
H  -3.88228  -2.07084  0.69938
H  -4.36629  -1.13140  2.13269
H  -3.50074  -2.65368  2.32615
H  -2.45325  -0.34507  3.62505
H  -0.90370  0.69656  4.92476
H  -0.14202  2.04851  4.05342
H  0.80930  0.63671  4.43467
H  3.54034  1.65179  -1.30793
H  5.70457  2.85753  -1.44071
H  6.69918  3.82674  0.60498
H  5.53168  3.58395  2.77263
H  3.36826  2.37953  2.88371
N  -2.18377  0.18211  -2.27237
P  -0.72349  -0.67335  -2.08693
C  0.23934  -0.33749  -3.57910
C  -0.15582  -0.78679  -4.83970
C  0.60879  -0.48535  -5.95290
C  1.77708  0.25649  -5.81023
C  2.17855  0.69543  -4.55878
C  1.40952  0.40215  -3.43857
C  -1.22524  -2.40639  -2.28825
C  -2.54801  -2.82899  -2.28753
C  -2.85057  -4.17964  -2.40245
C  -1.83306  -5.11409  -2.51429
C  -0.50772  -4.69774  -2.50699
C  -0.20601  -3.35134  -2.39302
C  -2.54504  1.18766  -1.38313
C  -3.79017  1.81509  -1.47966
C  -4.10122  2.79264  -0.55899
C  -3.18439  3.12281  0.43424
C  -1.98465  2.44395  0.45524
N  -1.66638  1.50096  -0.43591
H  -2.73566  0.12436  -3.11390
H  -1.05014  -1.39164  -4.94586
H  0.30318  -0.83383  -6.93094
H  2.37705  0.48637  -6.68155
H  3.09104  1.26737  -4.45027
H  1.70701  0.74100  -2.45255
H  -3.34652  -2.10833  -2.16769
H  -3.88397  -4.50196  -2.39602
H  -2.07107  -6.16644  -2.59911
H  0.29029  -5.42452  -2.58519
H  0.83094  -3.03247  -2.38038
H  -4.48656  1.52648  -2.25590
H  -5.06027  3.29212  -0.60859
H  -3.39622  3.88162  1.17299
H  -1.22612  2.65205  1.20055

=====

Density functional theory data (wB97M-V/def2-TZVPD) for an isolated molecule of C3H5NO at a distorted geometry.

## Properties
Energy above the lowest of the compared OMol25 structures with the same formula, charge and spin, eV: 2.4756
Total energy, Eh: -247.2163
HOMO level, eV: -9.22

CARTESIAN COORDINATES (ANGSTROEM)
C  -0.87161  -0.60336  -0.01301
C  -0.58418  0.81470  0.24952
N  0.71350  0.87223  -0.46101
C  1.41166  -0.18853  -0.27067
O  0.91425  -1.31925  0.12243
H  -1.08155  -1.33038  0.73568
H  -1.25847  -0.77503  -1.02437
H  -1.25027  1.56383  -0.20791
H  -0.47852  1.05490  1.31998
H  2.48519  -0.08910  -0.45064

=====

Density functional theory data (wB97M-V/def2-TZVPD) for a 7-piece molecular cluster, C15H21Cl3F4O14 overall at a distorted geometry.

## Properties
Total energy, Eh: -3417.5187
HOMO level, eV: -10.32
Structure (SMILES): O=C1OC[C@@H](F)O1.O=C1OC[C@@H](F)O1.O=C1OC[C@@H](F)O1.O=C1OC[C@@H](F)O1.ClC(Cl)Cl.CO.CO

CARTESIAN COORDINATES (ANGSTROEM)
O  3.35023  -2.78607  3.98504
C  2.23915  -3.07873  3.62836
O  1.36916  -2.22190  3.19324
C  0.08287  -2.87028  3.12912
C  0.36735  -4.34027  2.98207
F  0.39658  -4.65056  1.71169
O  1.67207  -4.33429  3.54379
H  -0.45223  -2.59634  4.03836
H  -0.41404  -2.48913  2.23699
H  -0.31779  -5.01364  3.49711
O  -2.66104  3.01704  -0.76618
C  -2.47202  3.34131  0.41279
O  -2.69267  2.59664  1.53203
C  -2.37621  3.30812  2.74068
C  -1.35864  4.25981  2.09470
F  -0.15725  3.64478  1.97599
O  -1.89950  4.47853  0.78658
H  -3.19986  3.96492  3.02052
H  -1.79653  2.71142  3.44496
H  -1.24958  5.15274  2.71024
O  -0.14851  3.08393  -4.81274
C  0.01574  3.77203  -3.79163
O  -0.88102  4.58060  -3.32022
C  -0.34333  5.37751  -2.27919
C  0.85187  4.58080  -1.76687
F  0.44983  3.70541  -0.76432
O  1.12858  3.84701  -3.01099
H  -0.05658  6.33521  -2.71356
H  -1.07008  5.56078  -1.48776
H  1.53855  5.30594  -1.33013
O  5.08941  -4.65553  0.47269
C  4.20249  -3.98430  0.01527
O  4.29037  -3.04711  -0.99615
C  3.11643  -2.29106  -0.95886
C  2.19036  -3.38510  -0.44744
F  1.85725  -4.08029  -1.48136
O  3.00229  -3.99079  0.53367
H  3.08147  -1.65028  -0.07779
H  2.86450  -1.81160  -1.90477
H  1.29037  -3.03439  0.05764
Cl  -2.77973  -2.92010  1.14554
C  -2.59637  -3.10697  -0.65052
Cl  -4.14165  -3.81254  -1.29428
Cl  -1.19283  -4.16968  -0.99815
H  -2.40820  -2.14715  -1.13159
C  -1.40284  0.05287  -2.91826
O  -0.15106  -0.54039  -2.69757
H  -2.02896  -0.62395  -3.49963
H  -2.02703  0.25156  -2.04705
H  -1.20912  1.02828  -3.36452
H  0.50193  -0.42119  -3.39110
C  -0.38706  0.21021  0.43195
O  0.41099  -0.80043  -0.21305
H  -0.51325  -0.01618  1.49069
H  0.07582  1.19520  0.37168
H  -1.42417  0.18934  0.09718
H  0.37329  -0.68195  -1.16497

=====

Density functional theory data (wB97M-V/def2-TZVPD) for an isolated molecule of C13H22O2 at a distorted geometry.

## Properties
Energy above the lowest of the compared OMol25 structures with the same formula, charge and spin, eV: 2.8615
Total energy, Eh: -658.8866
HOMO level, eV: -9.48
Structure (SMILES): C=C[C@@](C)(O)O[C@@H]1C[C@@H]2CC[C@H]1C2(C)C

CARTESIAN COORDINATES (ANGSTROEM)
C  -0.92880  2.55424  -3.47773
C  -0.38746  1.62004  -2.53071
C  0.64926  2.11028  -1.50350
C  1.73560  3.00568  -2.14553
O  -0.23940  2.96986  -0.68404
O  1.22640  1.21052  -0.64894
C  0.40972  0.38272  0.27760
C  -0.14217  1.08966  1.48605
C  0.41423  0.27038  2.58532
C  1.86940  0.70601  2.64030
C  2.44253  -0.25183  1.69596
C  1.27421  -0.78567  0.98655
C  0.35601  -1.10689  2.07951
C  0.78739  -2.17948  3.22651
C  -1.07028  -1.61833  1.78337
H  -0.76580  3.60183  -3.28528
H  -1.61288  2.26517  -4.25638
H  -0.43545  0.53750  -2.85560
H  2.36404  3.33322  -1.29700
H  1.34469  3.80056  -2.80844
H  2.53799  2.56993  -2.74380
H  -1.09414  2.48132  -0.74166
H  -0.51268  -0.04938  -0.18969
H  0.19285  2.07411  1.53289
H  -1.29766  0.97022  1.58470
H  -0.11944  0.46289  3.52865
H  2.01765  1.71444  2.29285
H  2.39510  0.58368  3.64094
H  3.20471  0.26624  1.10932
H  3.04940  -0.87636  2.35020
H  1.58615  -1.57588  0.31833
H  1.83866  -2.29229  3.46387
H  0.53772  -3.16494  2.95336
H  0.28425  -1.91490  4.18682
H  -1.59478  -1.93919  2.74560
H  -1.01014  -2.41864  0.98693
H  -1.72734  -0.82717  1.29222

=====

Density functional theory data (wB97M-V/def2-TZVPD) for a 3-piece molecular cluster, C5H17NO2 overall at a distorted geometry.

## Properties
Energy above the lowest of the compared OMol25 structures with the same formula, charge and spin, eV: 0.6872
Total energy, Eh: -405.9172
HOMO level, eV: -8.90
Structure (SMILES): CCNC(C)C.O.O

CARTESIAN COORDINATES (ANGSTROEM)
C  -0.90043  -1.76056  -1.08547
C  -0.12566  -1.56388  0.20499
N  -0.20977  -0.17582  0.71183
C  1.02669  0.43797  1.17846
C  2.21237  0.39345  0.23632
C  0.68267  1.87721  1.55557
H  -1.89244  -2.17002  -0.93820
H  -1.04791  -0.82076  -1.63998
H  -0.38226  -2.37378  -1.81181
H  0.90179  -1.87838  0.06008
H  -0.53585  -2.23038  0.96735
H  -0.76061  0.37656  0.07114
H  1.22403  -0.08695  2.10926
H  2.16396  1.17227  -0.52566
H  2.28815  -0.52712  -0.33529
H  3.15038  0.49254  0.79357
H  1.53528  2.40699  1.94863
H  -0.10652  1.90050  2.32230
H  0.31245  2.45247  0.70831
O  0.21681  1.63844  -4.50421
H  0.91707  1.36623  -5.11369
H  0.60316  2.35964  -3.99720
O  -2.63527  -1.16033  2.33262
H  -1.81255  -0.89596  1.86648
H  -2.55285  -0.81223  3.22376

=====

Density functional theory data (wB97M-V/def2-TZVPD) for a 2-piece molecular cluster, CH4OS2 overall at a distorted geometry.

## Properties
Energy above the lowest of the compared OMol25 structures with the same formula, charge and spin, eV: 1.3328
Total energy, Eh: -912.0426
HOMO level, eV: -9.16
Structure (SMILES): C=O.SS

CARTESIAN COORDINATES (ANGSTROEM)
C  1.74113  -1.07470  0.61949
O  1.79378  -2.22495  0.51133
H  2.16511  -0.50576  1.48772
H  1.72244  -0.37003  -0.34980
S  -2.21575  0.03497  0.04791
S  -1.35683  1.40498  -1.30895
H  -3.34204  0.67533  -0.45371
H  -0.50782  2.06015  -0.55400